[1]
# C49H48F4NO2PS2

5 unconnected molecules or ions with the total composition C49H48F4NO2PS2 at a distorted geometry (wB97M-V/def2-TZVPD, the Open Molecules 2025 dataset).

XYZ file:
```
107
Properties=species:S:1:pos:R:3:lowdin_charge:R:1
C 1.099 -2.980 -3.824 -0.143
C 0.459 -4.041 -2.838 -0.245
C 0.121 -3.421 -1.406 -0.187
C -1.403 -3.627 -0.997 -0.185
C -1.552 -4.311 0.421 -0.213
C -2.820 -3.870 1.237 -0.183
C -2.707 -2.469 1.985 -0.144
C -1.449 -1.609 1.636 -0.129
C -1.574 -0.556 0.644 -0.064
C -0.407 0.281 0.277 -0.306
P -0.706 1.632 -0.956 0.336
O -0.721 1.088 -2.552 -0.258
O 0.307 2.946 -0.793 -0.224
S -2.511 2.295 -0.611 0.336
C 0.863 -0.020 0.929 -0.089
C 0.982 -1.093 1.936 -0.415
C -0.161 -1.905 2.339 -0.163
N -0.212 -2.957 3.296 0.063
C 0.983 -3.246 4.032 -0.207
C 0.853 -4.285 5.087 -0.006
C 1.969 -4.731 5.896 -0.031
C 3.313 -4.164 5.713 -0.152
C 4.453 -4.673 6.599 -0.145
C 5.876 -4.310 6.389 -0.038
C 6.932 -4.820 7.260 -0.077
C 6.655 -5.715 8.382 -0.079
C 5.256 -6.100 8.598 -0.078
C 4.185 -5.580 7.734 -0.036
C 3.455 -3.115 4.696 -0.031
C 2.311 -2.673 3.877 -0.419
S 2.616 -1.375 2.656 0.965
H 1.859 -2.322 -3.313 0.076
H 1.645 -3.487 -4.670 0.081
H 0.293 -2.316 -4.234 0.063
H 1.234 -4.856 -2.716 0.104
H -0.426 -4.514 -3.336 0.098
H 0.818 -3.933 -0.685 0.108
H 0.391 -2.331 -1.448 0.087
H -1.992 -2.675 -1.056 0.102
H -1.822 -4.345 -1.763 0.102
H -0.577 -4.201 0.961 0.086
H -1.670 -5.420 0.225 0.117
H -3.714 -3.833 0.559 0.114
H -3.029 -4.669 1.998 0.105
H -3.617 -1.832 1.823 0.116
H -2.657 -2.656 3.099 0.111
H -2.578 -0.383 0.177 0.087
H -0.215 0.253 -2.628 0.060
H 1.229 2.624 -0.865 0.069
H 1.767 0.581 0.656 0.101
H -0.675 -3.800 2.959 0.118
H -0.153 -4.748 5.263 0.112
H 1.752 -5.533 6.645 0.096
H 6.071 -3.637 5.518 0.089
H 7.992 -4.534 7.082 0.096
H 7.414 -6.115 9.087 0.095
H 4.985 -6.800 9.430 0.098
H 3.155 -5.919 8.012 0.089
H 4.474 -2.688 4.543 0.098
F 3.377 -1.058 -6.559 0.061
C 2.965 0.139 -6.108 -0.282
C 1.849 0.208 -5.293 -0.012
C 1.425 1.445 -4.822 -0.075
C 2.116 2.597 -5.183 -0.090
C 3.232 2.514 -6.007 -0.083
C 3.663 1.277 -6.469 -0.018
H 1.322 -0.698 -5.032 0.074
H 0.557 1.513 -4.176 0.072
H 1.782 3.562 -4.819 0.103
H 3.767 3.413 -6.290 0.105
H 4.536 1.192 -7.104 0.117
F -7.286 4.590 -5.787 0.042
C -6.533 4.444 -4.679 -0.289
C -5.195 4.118 -4.808 -0.018
C -4.417 3.973 -3.666 -0.078
C -4.989 4.144 -2.411 -0.113
C -6.336 4.467 -2.296 -0.079
C -7.113 4.624 -3.437 -0.025
H -4.769 3.980 -5.795 0.115
H -3.366 3.725 -3.753 0.101
H -4.381 4.026 -1.521 0.031
H -6.781 4.597 -1.317 0.105
H -8.162 4.884 -3.367 0.112
F -10.660 10.273 -7.781 0.056
C -9.748 9.301 -7.602 -0.292
C -8.686 9.199 -8.482 -0.023
C -7.741 8.198 -8.293 -0.081
C -7.876 7.306 -7.235 -0.093
C -8.950 7.418 -6.361 -0.077
C -9.890 8.425 -6.542 -0.018
H -8.602 9.898 -9.305 0.115
H -6.901 8.112 -8.972 0.104
H -7.141 6.524 -7.091 0.088
H -9.056 6.720 -5.540 0.096
H -10.730 8.532 -5.866 0.115
F 8.015 -1.914 5.839 0.049
C 7.605 -0.712 6.286 -0.286
C 6.517 -0.642 7.138 -0.016
C 6.097 0.597 7.602 -0.078
C 6.761 1.751 7.201 -0.097
C 7.849 1.666 6.341 -0.084
C 8.278 0.427 5.884 -0.020
H 6.008 -1.552 7.433 0.108
H 5.251 0.664 8.276 0.106
H 6.429 2.718 7.561 0.101
H 8.364 2.566 6.025 0.105
H 9.129 0.341 5.220 0.116
```

Summary:
**HOMO level**: -7.672 eV
**Total charge**: 0
**SMILES**: CCCCCCCc1cc(P(O)(O)=S)cc2c1Nc1ccc(-c3ccccc3)cc1S2.Fc1ccccc1.Fc1ccccc1.Fc1ccccc1.Fc1ccccc1

***

[2]
# C49H49Br3F6O9

A molecular structure, C49H49Br3F6O9 at a distorted geometry (wB97M-V/def2-TZVPD, the Open Molecules 2025 dataset).

XYZ file:
```
116
Properties=species:S:1:pos:R:3:lowdin_charge:R:1
C -2.193 4.731 -1.547 0.016
C -3.357 4.544 -2.625 -0.276
C -4.276 3.371 -2.433 -0.141
O -5.511 3.943 -2.711 0.070
C -5.406 5.295 -2.715 -0.638
O -6.343 6.038 -2.696 0.159
O -4.216 5.637 -2.475 0.118
H -1.608 5.624 -1.768 0.083
H -1.531 3.868 -1.614 0.074
H -2.545 4.676 -0.517 0.041
H -2.971 4.567 -3.645 0.154
H -4.206 2.947 -1.431 0.038
H -4.108 2.714 -3.287 0.143
C -7.187 -5.860 -1.287 0.004
C -6.651 -4.477 -0.686 -0.291
C -6.542 -4.643 0.823 -0.099
O -5.438 -3.826 1.265 0.078
C -4.717 -3.619 0.165 -0.516
O -3.640 -3.079 0.089 0.121
O -5.308 -4.174 -0.989 0.052
H -7.146 -6.805 -0.745 0.084
H -6.647 -5.961 -2.228 0.075
H -8.089 -5.626 -1.853 0.074
H -7.138 -3.521 -0.879 0.158
H -6.505 -5.648 1.241 0.134
H -7.376 -4.146 1.318 0.135
C 3.799 -1.892 -0.455 -0.019
C 5.061 -2.325 -1.116 -0.342
C 6.183 -1.393 -0.915 -0.104
O 7.168 -2.188 -0.260 0.086
C 6.746 -3.474 -0.120 -0.485
O 7.453 -4.442 0.188 0.115
O 5.445 -3.557 -0.506 0.086
H 3.002 -2.599 -0.684 0.076
H 3.459 -0.881 -0.683 0.076
H 3.900 -1.929 0.630 0.103
H 4.914 -2.471 -2.186 0.148
H 5.831 -0.431 -0.543 0.116
H 6.483 -1.126 -1.928 0.137
F 3.737 -2.718 -4.833 0.014
C 2.636 -2.155 -4.179 -0.218
C 2.397 -0.793 -4.136 -0.048
C 1.338 -0.269 -3.424 -0.063
C 0.411 -1.167 -2.812 -0.099
C 0.566 -2.502 -2.911 -0.107
C 1.651 -3.038 -3.577 0.008
H 3.204 -0.207 -4.550 0.108
H 1.262 0.746 -3.062 0.095
H -0.368 -0.686 -2.239 0.091
H -0.219 -3.067 -2.430 0.110
H 1.822 -4.101 -3.656 0.112
F -3.345 -1.976 2.670 0.059
C -3.026 -2.748 3.731 -0.276
C -3.056 -2.242 5.032 -0.011
C -2.694 -2.972 6.179 -0.079
C -2.364 -4.265 5.922 -0.116
C -2.313 -4.860 4.652 -0.058
C -2.651 -4.057 3.575 -0.047
H -3.245 -1.224 5.336 0.108
H -2.732 -2.465 7.132 0.108
H -1.984 -4.921 6.691 0.097
H -2.014 -5.879 4.454 0.108
H -2.716 -4.440 2.568 0.110
F 1.768 6.522 4.311 0.058
C 1.418 6.622 3.018 -0.290
C 1.605 7.888 2.457 -0.013
C 1.563 8.036 1.059 -0.084
C 1.401 6.960 0.185 -0.093
C 1.264 5.689 0.765 -0.066
C 1.266 5.496 2.204 0.004
H 1.824 8.717 3.114 0.112
H 1.758 9.030 0.683 0.099
H 1.556 7.023 -0.882 0.099
H 1.216 4.828 0.115 0.080
H 1.201 4.597 2.799 0.104
F 4.309 1.750 -0.103 0.035
C 5.069 2.139 -1.172 -0.267
C 4.505 2.274 -2.433 -0.043
C 5.157 2.671 -3.589 -0.056
C 6.526 2.981 -3.422 -0.085
C 7.144 2.775 -2.201 -0.092
C 6.455 2.387 -1.065 -0.014
H 3.469 1.989 -2.326 0.102
H 4.606 2.830 -4.504 0.105
H 7.073 3.407 -4.250 0.101
H 8.214 2.916 -2.246 0.107
H 6.950 2.251 -0.115 0.117
F -1.520 3.329 1.084 -0.034
C -0.853 2.128 0.815 -0.225
C 0.549 2.000 0.947 0.012
C 1.160 0.721 0.727 -0.058
C 0.403 -0.402 0.484 -0.109
C -0.952 -0.261 0.475 -0.083
C -1.566 0.970 0.626 -0.042
H 1.138 2.860 1.230 0.078
H 2.228 0.808 0.861 0.085
H 1.005 -1.294 0.396 0.085
H -1.603 -1.118 0.387 0.099
H -2.644 0.951 0.557 0.047
F 0.467 -5.330 -0.815 0.037
C 0.890 -4.729 0.333 -0.265
C 0.040 -3.842 0.997 -0.003
C 0.522 -3.325 2.249 -0.059
C 1.780 -3.754 2.751 -0.111
C 2.619 -4.607 2.100 -0.085
C 2.136 -5.092 0.876 -0.018
H -0.990 -3.624 0.754 0.093
H 0.011 -2.720 2.984 0.099
H 2.135 -3.468 3.730 0.099
H 3.547 -4.960 2.525 0.112
H 2.731 -5.774 0.288 0.115
C -5.039 4.569 1.056 -1.424
Br -4.700 2.614 0.982 0.683
Br -3.971 5.691 2.266 0.569
Br -6.968 5.060 1.563 0.489
H -4.958 4.964 0.043 -0.054
```

Summary:
**HOMO level**: -9.233 eV
**Total charge**: 0

***

[3]
# C49H49BrCl2N4O22PS

A molecular structure, C49H49BrCl2N4O22PS at a distorted geometry (wB97M-V/def2-TZVPD, the Open Molecules 2025 dataset).

XYZ file:
```
129
Properties=species:S:1:pos:R:3:lowdin_charge:R:1
C 3.069 5.176 3.559 -0.113
C 2.543 4.105 4.533 -0.245
C 2.631 2.652 4.032 -0.218
C 1.829 2.420 2.731 -0.171
C 2.257 1.033 2.118 -0.105
N 1.713 0.881 0.784 0.116
C 1.970 0.935 -0.568 -0.202
N 3.157 1.151 -1.195 0.033
C 2.937 1.164 -2.652 -0.310
C 2.868 2.373 -3.289 -0.033
C 2.692 2.444 -4.645 -0.065
C 2.567 1.300 -5.391 -0.065
C 2.599 0.085 -4.754 -0.059
C 2.793 0.035 -3.402 -0.076
C 4.558 1.422 -0.970 -0.525
Cl 5.486 0.015 -1.765 0.714
C 5.386 1.595 0.316 -0.729
C 5.748 0.297 1.113 -0.143
Cl 5.046 3.021 1.335 0.744
N 0.872 0.734 -1.283 0.197
C -0.118 0.479 -0.408 -0.271
P -1.721 0.171 -1.219 0.217
O -1.897 -1.347 -1.630 -0.229
O -1.591 0.898 -2.642 -0.187
S -3.296 0.892 -0.385 0.387
N 0.387 0.538 0.807 -0.005
C -0.501 0.241 1.936 -0.155
C -0.291 -1.206 2.455 -0.672
C -1.064 -1.450 3.773 -0.122
Br -0.883 -2.567 1.188 0.972
H 2.957 6.147 4.062 0.079
H 4.141 5.095 3.361 0.042
H 2.485 5.250 2.634 0.065
H 3.179 4.166 5.428 0.111
H 1.542 4.412 4.861 0.110
H 3.675 2.339 3.933 0.095
H 2.203 2.017 4.826 0.117
H 2.050 3.181 1.977 0.093
H 0.778 2.437 3.032 0.103
H 1.906 0.304 2.858 0.122
H 3.334 0.976 2.257 0.088
H 2.956 3.286 -2.700 0.132
H 2.672 3.428 -5.104 0.117
H 2.448 1.355 -6.469 0.117
H 2.499 -0.856 -5.285 0.119
H 2.820 -0.940 -2.916 0.123
H 4.855 2.258 -1.607 0.110
H 6.366 1.862 -0.093 0.082
H 5.618 0.546 2.177 0.062
H 6.788 0.010 0.977 0.082
H 5.039 -0.514 0.924 0.066
H -2.843 -1.523 -1.804 0.069
H -2.210 1.653 -2.615 0.050
H -1.551 0.300 1.631 0.076
H -0.380 0.871 2.821 0.114
H 0.759 -1.428 2.665 0.079
H -0.620 -2.346 4.222 0.083
H -2.101 -1.726 3.558 0.074
H -1.004 -0.607 4.469 0.085
C -5.781 -3.249 -4.810 0.077
C -5.848 -3.391 -6.142 -0.225
C -4.609 -3.580 -6.974 -0.306
O -4.727 -3.722 -8.175 0.125
C -3.317 -3.580 -6.293 0.083
C -3.262 -3.436 -4.964 -0.237
C -4.499 -3.272 -4.138 -0.305
O -4.383 -3.155 -2.924 0.075
O -2.118 -3.426 -4.281 0.108
O -7.001 -3.374 -6.800 0.131
H -6.660 -3.113 -4.196 0.131
H -2.431 -3.700 -6.900 0.138
H -2.382 -3.312 -3.349 0.094
H -6.775 -3.498 -7.743 0.128
C 8.827 5.779 4.990 0.076
C 10.167 5.788 4.936 -0.234
C 10.911 5.172 3.788 -0.310
O 12.125 5.225 3.781 0.123
C 10.135 4.530 2.732 0.079
C 8.799 4.520 2.789 -0.234
C 8.056 5.159 3.924 -0.311
O 6.835 5.132 3.914 0.085
O 8.057 3.940 1.840 0.065
O 10.910 6.341 5.889 0.123
H 8.279 6.220 5.810 0.137
H 10.682 4.074 1.918 0.137
H 7.121 4.066 2.091 0.030
H 11.840 6.217 5.613 0.126
C -9.242 -4.662 0.601 0.078
C -9.310 -4.807 -0.729 -0.235
C -8.076 -4.998 -1.561 -0.311
O -8.190 -5.146 -2.765 0.103
C -6.786 -4.996 -0.888 0.073
C -6.716 -4.848 0.440 -0.234
C -7.951 -4.684 1.277 -0.313
O -7.826 -4.572 2.483 0.110
O -5.555 -4.838 1.097 0.106
O -10.468 -4.792 -1.387 0.118
H -10.123 -4.526 1.213 0.138
H -5.906 -5.117 -1.505 0.126
H -5.787 -4.719 2.040 0.119
H -10.243 -4.919 -2.330 0.123
C -6.406 6.395 -2.626 0.079
C -6.986 6.138 -1.444 -0.234
C -6.416 5.125 -0.494 -0.309
O -6.969 4.942 0.574 0.119
C -5.219 4.400 -0.906 0.071
C -4.646 4.656 -2.083 -0.233
C -5.197 5.686 -3.021 -0.315
O -4.616 5.885 -4.073 0.111
O -3.544 4.011 -2.492 0.075
O -8.091 6.762 -1.046 0.120
H -6.805 7.124 -3.318 0.139
H -4.822 3.660 -0.224 0.107
H -3.334 4.384 -3.371 0.119
H -8.303 6.399 -0.163 0.124
C 2.085 -7.907 2.204 0.077
C 1.295 -8.774 1.554 -0.233
C 0.047 -8.326 0.850 -0.307
O -0.623 -9.150 0.261 0.124
C -0.306 -6.909 0.913 0.083
C 0.483 -6.052 1.565 -0.224
C 1.742 -6.495 2.244 -0.314
O 2.425 -5.654 2.805 0.099
O 0.200 -4.739 1.653 -0.152
O 1.569 -10.074 1.493 0.124
H 2.987 -8.217 2.713 0.138
H -1.217 -6.599 0.418 0.137
H 0.934 -4.359 2.175 0.086
H 0.850 -10.478 0.968 0.126
```

Summary:
**HOMO level**: -11.025 eV
**Total charge**: +1

***

[4]
# C49H49CeF3N7O6P

A molecular structure, C49H49CeF3N7O6P at a distorted geometry (wB97M-V/def2-TZVPD, the Open Molecules 2025 dataset).

XYZ file:
```
116
Properties=species:S:1:pos:R:3:mulliken_spin:R:1
Ce -10.694 -16.919 -10.699 0.995
O -4.901 -14.864 -13.474 0.000
C -4.381 -16.075 -13.224 0.000
O -3.250 -16.391 -13.568 0.000
C -5.197 -17.061 -12.485 0.000
C -4.698 -18.282 -12.026 0.000
N -5.694 -18.853 -11.277 0.000
N -6.833 -18.124 -11.241 0.000
C -6.549 -17.037 -11.975 0.001
C -7.577 -15.885 -11.959 -0.001
O -7.280 -14.749 -12.380 0.000
O -8.671 -16.246 -11.406 -0.007
H -5.780 -14.676 -13.060 0.000
H -3.713 -18.704 -12.185 0.000
H -5.721 -19.803 -10.845 0.000
C -13.245 -18.645 -17.435 0.000
C -11.729 -18.373 -17.352 0.000
C -11.315 -17.192 -18.260 0.000
C -10.990 -19.611 -17.820 0.000
C -11.428 -18.109 -15.887 -0.001
C -11.812 -16.892 -15.341 0.000
C -11.404 -16.598 -14.059 0.000
N -10.715 -17.421 -13.271 0.006
C -10.389 -18.646 -13.746 0.000
C -10.616 -18.946 -15.103 0.000
C -9.867 -19.630 -12.834 -0.003
C -9.593 -20.945 -13.279 -0.001
C -9.050 -21.896 -12.462 0.000
C -8.853 -21.535 -11.121 0.001
C -9.104 -20.218 -10.756 0.005
N -9.729 -19.300 -11.516 0.003
C -8.685 -23.227 -13.079 0.000
C -7.981 -24.151 -12.101 0.000
C -7.815 -23.016 -14.299 0.000
C -9.959 -23.892 -13.589 0.000
H -13.526 -18.972 -18.436 0.000
H -13.887 -17.768 -17.198 0.000
H -13.514 -19.447 -16.687 0.000
H -11.709 -17.361 -19.264 0.000
H -10.253 -17.038 -18.369 0.000
H -11.736 -16.246 -17.895 0.000
H -11.290 -19.875 -18.856 0.000
H -11.235 -20.496 -17.211 0.000
H -9.881 -19.514 -17.808 0.000
H -12.399 -16.165 -15.883 0.000
H -11.793 -15.711 -13.593 0.000
H -10.118 -19.782 -15.551 0.000
H -9.659 -21.215 -14.333 0.000
H -8.494 -22.161 -10.308 0.000
H -8.885 -19.846 -9.739 0.000
H -6.964 -23.770 -11.831 0.000
H -7.774 -25.129 -12.589 0.000
H -8.596 -24.375 -11.211 0.000
H -6.827 -22.569 -14.124 0.000
H -8.311 -22.352 -15.016 0.000
H -7.634 -23.965 -14.810 0.000
H -10.671 -23.981 -12.760 0.000
H -9.726 -24.910 -13.979 0.000
H -10.424 -23.266 -14.380 0.000
O -12.459 -16.843 -11.614 -0.004
N -12.466 -15.481 -10.917 -0.019
C -13.626 -14.897 -10.991 0.010
C -13.592 -13.560 -10.493 -0.003
C -14.780 -13.066 -9.966 0.002
C -14.887 -11.751 -9.502 -0.001
C -13.749 -10.917 -9.499 0.001
C -12.500 -11.453 -9.875 -0.001
C -12.381 -12.780 -10.403 0.001
P -10.787 -13.478 -10.936 0.004
C -9.670 -12.774 -9.713 0.000
C -8.392 -12.433 -10.132 0.000
C -7.455 -11.908 -9.224 0.000
C -7.915 -11.638 -7.923 0.000
C -9.213 -11.923 -7.509 0.000
C -10.090 -12.519 -8.409 0.000
C -10.426 -12.548 -12.473 0.001
C -10.254 -13.130 -13.737 0.000
C -10.142 -12.329 -14.865 0.000
C -10.251 -10.969 -14.736 0.000
C -10.401 -10.399 -13.470 0.000
C -10.458 -11.172 -12.347 0.000
H -12.831 -17.518 -9.938 -0.003
H -14.533 -15.380 -11.345 0.000
H -15.650 -13.749 -9.973 0.000
H -15.792 -11.379 -9.063 0.000
H -13.753 -9.876 -9.192 0.000
H -11.580 -10.915 -9.665 0.000
H -8.137 -12.554 -11.186 0.000
H -6.437 -11.740 -9.543 0.000
H -7.267 -11.166 -7.191 0.000
H -9.601 -11.689 -6.518 0.000
H -11.102 -12.913 -8.152 0.000
H -10.183 -14.212 -13.802 0.000
H -10.031 -12.757 -15.842 0.000
H -10.300 -10.345 -15.611 0.000
H -10.469 -9.330 -13.395 0.000
H -10.467 -10.721 -11.337 0.000
F -13.700 -19.210 -9.778 0.000
C -12.827 -18.332 -9.211 0.003
F -12.970 -18.086 -7.798 0.000
F -11.537 -19.023 -9.311 0.001
N -10.656 -19.409 -5.003 0.000
C -9.601 -18.517 -4.852 0.000
O -9.018 -18.489 -3.776 0.000
C -9.221 -17.683 -6.023 0.000
C -7.998 -17.034 -6.023 0.000
C -7.644 -16.239 -7.115 0.001
C -8.502 -16.177 -8.187 0.003
N -9.696 -16.823 -8.250 0.006
C -10.060 -17.518 -7.128 0.001
H -10.752 -20.070 -4.212 0.000
H -11.101 -19.678 -5.890 0.000
H -7.341 -17.156 -5.159 0.000
H -6.723 -15.675 -7.168 0.000
H -8.200 -15.658 -9.081 -0.001
H -11.063 -17.932 -7.122 0.000
```

Summary:
**Spin multiplicity**: 2
**Energy above the lowest of the compared OMol25 structures with the same formula, charge and spin**: 34.2 kcal per mole
**Expectation value of S²**: 0.751
**HOMO level (alpha / beta)**: -10.118 / -10.123 eV
**Total charge**: +1

***

Number 1: electronic energy -99004.4758 eV. Number 2: electronic energy -296463.1315 eV. Number 3: electronic energy -217815.8353 eV. Number 4: electronic energy -104690.0846 eV.